C35H35Br21O7 as an isolated structure in a non-equilibrium geometry. Source: the OMol25 dataset; level of theory: ωB97M-V/def2-TZVPD.

XYZ file:
```
98
C35H35Br21O7 (ωB97M-V/def2-TZVPD)
C -0.98912 -4.00109 2.15175
C -1.70881 -4.05323 1.03562
C -2.12245 -2.87558 0.23203
C -1.17369 -2.07941 -0.42096
C 0.28155 -2.39339 -0.28766
O 0.81495 -1.72205 0.87785
C 2.16827 -1.70273 1.01740
C 3.00340 -2.76877 0.36878
O 2.66875 -0.83561 1.68302
C -1.62154 -1.00976 -1.19581
C -2.98997 -0.76681 -1.35317
C -3.94864 -1.56825 -0.73306
C -5.42813 -1.37870 -0.92807
C -6.05401 -0.47932 0.14229
C -6.96802 -1.12041 1.10997
O -7.42098 -0.28261 -0.01236
C -3.48381 -2.59721 0.09136
O -4.43947 -3.37795 0.68925
C -4.46636 -3.43396 2.11835
C -4.40031 -2.08619 2.83670
C -3.10066 -1.83056 3.58963
O -5.46984 -2.13920 3.79364
C -3.35205 0.40001 -2.23001
O -4.28270 0.39758 -3.00436
C -2.43640 1.55861 -2.11878
C -1.13221 1.35542 -1.94286
C -0.11817 2.44559 -1.81007
C 0.58249 2.47319 -0.47406
C 0.18722 1.68781 0.59886
C 0.87123 1.72158 1.80470
C 1.96929 2.54913 1.96192
C 2.35230 3.36351 0.90497
C 1.66866 3.32456 -0.29365
C -0.68118 -0.07052 -1.89657
O 0.34164 -0.41960 -2.44120
H -0.95921 -4.86670 2.80268
H -0.43982 -3.12315 2.46270
H -2.01238 -5.02294 0.64163
H 0.41874 -3.46653 -0.17191
H 0.82998 -2.08766 -1.17044
H 3.61882 -2.28394 -0.38770
H 2.45104 -3.55734 -0.13112
H 3.66925 -3.22964 1.09192
H -5.64366 -0.85380 -1.85133
H -5.96229 -2.32295 -0.89046
H -5.42830 0.33520 0.51243
H -7.14486 -2.17570 0.95521
H -7.34685 -0.58730 1.96933
H -5.42693 -3.87567 2.37113
H -3.70433 -4.09850 2.52080
H -4.56145 -1.24150 2.16577
H -2.84994 -2.66310 4.24401
H -2.28127 -1.55222 2.92906
H -3.27565 -0.97228 4.24295
H -5.62971 -1.25290 4.12956
H -2.86068 2.55317 -2.16896
H -0.62202 3.39709 -1.98651
H 0.60787 2.31620 -2.61650
H -0.66289 1.02047 0.52340
H 0.55018 1.07070 2.60491
H 2.51023 2.54171 2.89706
H 3.20485 4.01660 1.04409
H 1.98989 3.97110 -1.10119
C -3.87680 -0.50242 -6.70057
Br -2.15752 -0.87738 -5.93019
Br -3.74689 0.77186 -8.13493
Br -4.76880 -2.11193 -7.25767
H -4.47895 -0.05316 -5.92297
C 5.25614 6.86026 0.26204
Br 3.99344 6.45663 -1.13440
Br 4.91339 8.57621 1.06431
Br 5.31603 5.46173 1.57655
H 6.23324 6.91230 -0.19523
C -1.47645 -8.21285 -0.41337
Br -2.06741 -9.94813 -0.98700
Br -2.95738 -7.06226 0.02474
Br -0.22817 -8.32640 1.04455
H -0.95735 -7.75873 -1.24451
C 5.23611 -2.68829 -3.55012
Br 4.80611 -4.45441 -4.18250
Br 3.65515 -1.70623 -3.07180
Br 6.49444 -2.74826 -2.09802
H 5.70756 -2.16201 -4.36676
C 7.69164 -5.69022 0.45084
Br 8.98441 -4.28245 0.21591
Br 6.16081 -5.08099 1.44325
Br 7.18554 -6.48875 -1.22241
H 8.16712 -6.46046 1.03936
C 4.22950 8.97310 4.96478
Br 3.75192 7.11542 4.88281
Br 2.69506 10.08840 5.27845
Br 5.61777 9.29414 6.25636
H 4.62659 9.23965 3.99604
C 4.81218 11.75875 -2.02949
Br 4.36718 9.89951 -2.23400
Br 3.25656 12.81665 -1.63456
Br 6.19367 12.01333 -0.71338
H 5.20434 12.10489 -2.97410
```

Löwdin atomic charge list, values in e, 4 entries: atom 1 (C): 0.04, atom 2 (C): -0.15, atom 3 (C): -0.07, atom 4 (C): -0.05

The molecule C3H6S2 in a non-equilibrium geometry. Source: the OMol25 dataset; level of theory: ωB97M-V/def2-TZVPD.

Output
- SMILES: CSC(C)=S
- Energy relative to the best compared isomer or geometry (same formula, charge and spin): 27.8 kcal per mole

XYZ file:
```
11
C3H6S2 (ωB97M-V/def2-TZVPD)
C 1.19686 1.64256 -0.53004
C -0.45509 -0.35894 0.33274
C -1.07148 -1.66252 0.13972
H 0.97023 2.11675 0.42877
H 2.16915 1.27814 -0.26516
H 1.56148 2.48579 -1.11362
H -1.79046 -1.92749 0.86840
H -1.55792 -1.76199 -0.80963
H -0.30948 -2.55066 0.28109
S -0.02615 0.40226 -1.14340
S -0.68713 0.33610 1.81112
```

Löwdin atomic charge list, values in e, 4 entries: atom 1 (C): -0.40, atom 2 (C): -1.20, atom 3 (C): -0.26, atom 4 (H): 0.01

The molecule C2H6BrNO2S in a non-equilibrium geometry. Source: the OMol25 dataset; level of theory: ωB97M-V/def2-TZVPD.

Output
- Energy relative to the best compared isomer or geometry (same formula, charge and spin): 103.7 kcal per mole

XYZ file:
```
13
C2H6BrNO2S (ωB97M-V/def2-TZVPD)
C 0.04192 0.23740 -0.88033
C -1.01141 0.87267 0.01480
N 1.68118 -2.59293 1.73811
O -1.64804 0.67075 2.56619
O 0.33383 2.11571 1.88541
S -0.43058 0.88712 1.83821
Br 1.55817 -0.89970 2.24326
H -0.28059 -0.81903 -1.05825
H 0.23650 0.77705 -1.88625
H 1.04911 0.20001 -0.48266
H -1.89654 0.24508 0.01709
H -1.04936 2.07211 -0.04711
H 1.51050 -3.28063 2.45160
```

Löwdin atomic charge list, values in e, 4 entries: atom 1 (C): -0.18, atom 2 (C): -0.28, atom 3 (N): -0.47, atom 4 (O): -0.38

C13H26NO4P2Ti as an isolated structure in a non-equilibrium geometry. Source: the OMol25 dataset; level of theory: ωB97M-V/def2-TZVPD.

Output
- Multiplicity: 3
- Total charge: +1
- Energy relative to the best compared isomer or geometry (same formula, charge and spin): 19.7 kcal per mole

XYZ file:
```
47
C13H26NO4P2Ti (ωB97M-V/def2-TZVPD)
Ti 0.15868 0.31002 -0.28923
P 1.88633 1.04970 1.16645
C 3.21175 -0.20966 0.82919
C 2.63459 -1.41192 0.13525
N 1.40646 -1.43201 -0.48090
C 0.94177 -2.64983 -0.96874
C 1.75868 -3.75421 -1.04370
C 3.07846 -3.64039 -0.67377
C 3.51211 -2.46897 -0.04879
C -0.52764 -2.87209 -1.33117
P -1.25149 -1.32319 -1.92045
H 4.55402 -2.33695 0.27340
H 1.40368 -4.69001 -1.47954
H 3.80236 -4.43980 -0.86441
H -0.59788 -3.61134 -2.13132
H -1.08568 -3.25106 -0.46602
H 3.99522 0.24848 0.25236
H 3.68184 -0.50978 1.79740
H 4.50835 0.27193 -4.58547
O 4.70044 1.23330 -4.62123
H 4.22144 1.54562 -3.84828
H 0.14176 1.79167 0.77662
O 0.34818 1.11743 -1.93429
H -0.03326 1.79081 -2.56306
C -0.94455 -1.30765 -3.71346
H -1.19518 -2.28374 -4.15263
H -1.58579 -0.51330 -4.13323
H 0.10999 -1.05433 -3.90645
C -3.02961 -1.63297 -1.72949
H -3.54515 -0.71203 -2.04485
H -3.31402 -2.48049 -2.37073
H -3.25603 -1.84331 -0.67336
C 1.71007 1.13173 2.97613
H 2.67786 1.29258 3.44674
H 1.02058 1.95628 3.22848
H 1.25646 0.21467 3.34478
C 2.87229 2.52021 0.81342
H 2.41280 3.39888 1.26985
H 3.87529 2.37057 1.22000
H 2.94803 2.68233 -0.26626
C -2.87292 0.79028 2.09043
C -1.60915 -0.03169 2.04301
O -0.97237 -0.23144 3.06424
O -1.25779 -0.53979 0.83395
H -3.27652 0.77516 3.11181
H -3.59238 0.38991 1.37613
H -2.59872 1.78825 1.74615
```

Löwdin atomic charge list, values in e, 4 entries: atom 1 (Ti): 0.67, atom 2 (P): 0.82, atom 3 (C): -0.22, atom 4 (C): -0.29

A 2-piece molecular cluster, CH4INS overall in a non-equilibrium geometry. Source: the OMol25 dataset; level of theory: ωB97M-V/def2-TZVPD.

Output
- Energy relative to the best compared isomer or geometry (same formula, charge and spin): 62.4 kcal per mole

XYZ file:
```
8
CH4INS (ωB97M-V/def2-TZVPD)
C 0.76514 0.00454 -0.84134
N -0.61636 -1.08306 0.24543
S -2.14534 -0.45935 0.14273
I 2.70575 -0.08347 0.05637
H 0.46180 1.01564 -0.89376
H 0.62554 -0.62019 -1.72532
H -0.40122 -1.83978 -0.25731
H -2.48855 -0.73904 -1.17762
```

Löwdin atomic charge list, values in e, 4 entries: atom 1 (C): -0.57, atom 2 (N): -0.49, atom 3 (S): 0.63, atom 4 (I): 0.68

A 2-piece molecular cluster, CH5N3O2 overall in a non-equilibrium geometry. Source: the OMol25 dataset; level of theory: ωB97M-V/def2-TZVPD.

Output
- SMILES: [H]/N=N\O.NC=O
- Energy relative to the best compared isomer or geometry (same formula, charge and spin): 29.8 kcal per mole

XYZ file:
```
11
CH5N3O2 (ωB97M-V/def2-TZVPD)
N -0.94182 -1.24489 -0.97613
N -0.03534 -1.13259 -1.74057
N 0.35186 0.39498 1.36683
C 1.53352 0.81324 0.87670
O -2.00436 -0.32152 -1.07329
O 2.42770 0.08987 0.52860
H -2.67124 -0.58688 -0.42200
H -0.05638 -0.37618 -2.43650
H 0.18021 -0.59066 1.42712
H -0.38225 1.03317 1.61000
H 1.59810 1.92147 0.83924
```

Löwdin atomic charge list, values in e, 4 entries: atom 1 (N): -0.15, atom 2 (N): 0.08, atom 3 (N): 0.11, atom 4 (C): -0.46

Across the entries above, energy takes the values -55935.4888 -914.2314 -3257.0578 -2398.6374 -791.0170 -355.7767 a.u., respectively.